(1)
# C36H71FIN6O6P2

A molecular structure, C36H71FIN6O6P2 (ωB97M-V with the def2-TZVPD basis set, the Open Molecules 2025 dataset).

HOMO (eV): -12.4
E_tot (eV): -89093.6813
M (g mol⁻¹): 891.9
Charge: +1
Frontier orbital gap (eV): 8.92

Last column: Löwdin charge in e.
Geometry (Å):
C: 3.41719 -0.89863 -3.47688  -0.12
C: 1.83701 -0.97188 -3.62381  -0.25
C: 1.18236 0.17197 -2.68917  -0.16
C: -0.21209 0.61408 -3.33493  -0.10
C: -1.47287 0.60041 -2.35991  -0.35
N: -2.37604 1.61190 -2.99970  0.08
C: -1.09056 1.22716 -0.96191  -0.16
F: -0.77281 2.60902 -0.88910  -0.02
C: -2.40500 0.72293 -0.11132  -0.40
O: -1.74618 0.26904 1.10271  -0.18
C: -1.58223 1.32510 2.06788  -0.21
C: -0.56711 0.73134 3.18190  -0.18
C: -0.95953 -0.71551 3.68434  -0.11
P: -3.44012 2.33499 0.06156  0.74
O: -4.60986 2.15138 1.05833  -0.50
C: -3.17634 -0.42215 -0.97151  -0.57
I: -5.19306 0.16399 -1.67084  1.15
C: -3.51989 -1.48169 0.14612  -0.22
P: -4.80357 -2.77489 -0.24981  0.55
O: -4.87803 -3.24818 -1.69170  -0.37
O: -6.35526 -2.37763 0.30761  -0.20
O: -4.37733 -4.13604 0.68032  -0.17
N: -2.14281 -0.73052 -2.04106  -0.17
C: -2.60604 -1.30529 -3.33786  -0.01
O: -1.13884 -1.35856 -1.31577  -0.09
C: -0.92977 -2.75107 -1.64594  -0.12
C: 0.06258 -3.39909 -0.54911  -0.28
C: 0.67199 -2.32563 0.45290  -0.07
C: -0.71079 -4.48187 0.34402  -0.13
C: -0.73608 -5.94768 -0.27627  -0.38
C: -0.52728 -6.01373 -1.84817  -0.10
C: 0.28728 -6.96783 0.39225  -0.08
H: 3.81916 0.11566 -3.76279  0.08
H: 3.89800 -1.73981 -4.06336  0.08
H: 3.66423 -1.09785 -2.39142  0.08
H: 1.51259 -1.99547 -3.24099  0.09
H: 1.56667 -0.85512 -4.70848  0.07
H: 1.90451 1.03808 -2.75183  0.12
H: 1.10582 -0.29139 -1.67048  0.08
H: -0.33036 0.03946 -4.29453  0.08
H: -0.06596 1.69555 -3.65070  0.14
H: -1.93527 2.53266 -3.01183  0.10
H: -2.50414 1.37821 -3.99473  0.07
H: -0.22111 0.78246 -0.38952  0.17
H: -1.06661 2.25155 1.66960  0.12
H: -2.53007 1.57093 2.64540  0.12
H: -0.70074 1.42349 4.07673  0.10
H: 0.51402 0.84268 2.87900  0.08
H: -0.65916 -0.77803 4.78030  0.08
H: -2.06984 -0.92986 3.65970  0.08
H: -0.35441 -1.52854 3.17257  0.05
H: -3.87156 2.81526 -1.22110  0.00
H: -2.64480 3.40502 0.60939  0.05
H: -3.95517 -0.88914 1.02025  0.13
H: -2.63436 -2.02973 0.59601  0.11
H: -6.94877 -2.45194 -0.46810  0.08
H: -4.20995 -4.84394 0.02431  0.07
H: -1.75610 -1.56543 -4.04163  0.13
H: -3.31777 -0.62509 -3.89895  0.09
H: -3.18500 -2.27782 -3.22045  0.11
H: -0.40833 -2.91767 -2.64212  0.13
H: -1.87691 -3.37958 -1.58859  0.12
H: 0.94163 -3.87671 -1.08188  0.14
H: -0.15101 -1.80442 1.02660  0.06
H: 1.41316 -1.61402 -0.01132  0.08
H: 1.25779 -2.90818 1.23552  0.09
H: -1.77181 -4.11811 0.44555  0.09
H: -0.16955 -4.50236 1.34204  0.12
H: -1.77899 -6.36373 -0.08154  0.13
H: -1.32046 -5.34971 -2.32431  0.07
H: -0.70206 -7.05956 -2.23572  0.09
H: 0.50747 -5.71167 -2.18497  0.08
H: 1.15369 -7.14886 -0.32008  0.08
H: -0.24708 -7.96794 0.46193  0.09
H: 0.65286 -6.67152 1.41245  0.08
C: -1.28511 1.14976 -9.47703  -0.10
C: -1.96993 0.54459 -8.25655  -0.26
C: -1.49310 1.16251 -6.93921  -0.18
C: -0.02471 0.93869 -6.77017  -0.22
N: 1.11665 0.76466 -6.64744  0.17
H: -0.20744 0.97229 -9.46332  0.07
H: -1.67572 0.70115 -10.39196  0.08
H: -1.45555 2.22848 -9.52785  0.08
H: -1.78897 -0.53415 -8.24588  0.11
H: -3.04995 0.68818 -8.34615  0.11
H: -2.02081 0.70678 -6.09692  0.08
H: -1.69366 2.23684 -6.92409  0.12
C: 5.28590 0.22423 5.14909  -0.10
C: 4.70817 1.06768 4.01899  -0.29
C: 3.17854 1.01243 3.95958  -0.18
C: 2.72588 -0.39403 3.72970  -0.21
N: 2.38455 -1.49402 3.54967  0.16
H: 5.05103 -0.83505 5.02141  0.07
H: 6.37343 0.31501 5.17077  0.08
H: 4.89783 0.54846 6.11873  0.08
H: 5.12791 0.72545 3.07012  0.10
H: 5.02643 2.10366 4.15513  0.09
H: 2.80995 1.64156 3.14567  0.10
H: 2.74374 1.37810 4.89349  0.12
C: 7.73548 5.79280 1.91223  -0.11
C: 6.69811 5.17877 0.97842  -0.27
C: 5.82984 4.12155 1.66545  -0.19
C: 6.68503 3.00144 2.16281  -0.22
N: 7.36946 2.13099 2.54120  0.16
H: 8.44519 5.04490 2.27265  0.07
H: 8.31024 6.55940 1.38912  0.08
H: 7.25698 6.25855 2.77811  0.08
H: 7.21095 4.73504 0.12042  0.11
H: 6.05285 5.97217 0.59188  0.11
H: 5.09574 3.72173 0.96227  0.11
H: 5.28867 4.55799 2.50882  0.12
C: -2.68518 3.42834 5.29066  -0.11
C: -3.37642 2.79589 6.49298  -0.26
C: -2.88473 3.36476 7.82534  -0.18
C: -1.41952 3.11027 7.97498  -0.22
N: -0.28184 2.90980 8.09085  0.13
H: -1.60959 3.23525 5.29358  0.06
H: -3.08607 3.01432 4.36236  0.06
H: -2.83958 4.51063 5.27747  0.08
H: -3.21261 1.71452 6.46933  0.11
H: -4.45408 2.95862 6.41118  0.11
H: -3.41427 2.89327 8.65558  0.12
H: -3.06699 4.44079 7.87530  0.12

***

(2)
# C4H8FeN2O6

A molecular structure, C4H8FeN2O6 (ωB97M-V with the def2-TZVPD basis set, the Open Molecules 2025 dataset).

HOMO (spin up / spin down) (eV): 0.8 / 0.7
E_tot (eV): -53929.7407
M (g mol⁻¹): 236.0
Charge: -2
Energy above the lowest of the compared OMol25 structures with the same formula, charge and spin (eV): 0.848
Frontier orbital gap (spin up / spin down) (eV): 4.22 / 4.25
2S+1: 5

Last column: Löwdin spin population.
Geometry (Å):
Fe: -0.76241 -0.33737 0.76597  3.71
O: 0.74739 1.08900 0.76009  0.05
C: 0.01852 2.26508 0.91737  0.01
C: -1.44377 2.20692 0.24673  0.01
O: -2.24807 1.06291 0.40193  0.07
H: 0.53042 3.15334 0.49388  0.00
H: -0.01040 2.47526 2.00194  0.00
H: -1.24154 2.46676 -0.81584  0.00
H: -2.05853 3.08961 0.51125  0.00
C: -0.80642 -1.90142 2.81922  0.01
O: -1.08512 -2.47748 3.93145  0.01
O: -0.57596 -0.62757 2.88208  0.06
O: -1.05970 -2.29502 1.60921  0.05
C: 0.83395 -1.29756 -1.77826  0.01
O: -0.26542 -1.29167 -1.23658  0.02
N: 1.42373 -2.42841 -2.24862  0.00
N: 1.49604 -0.14177 -2.07834  0.00
H: 0.90601 -3.24200 -1.94213  0.00
H: 2.35828 -2.37781 -2.59218  0.00
H: 2.43375 0.03753 -2.36670  0.00
H: 0.80926 0.57170 -2.28248  0.00

***

(3)
# C6H15N2

2 unconnected molecules or ions with the total composition C6H15N2 (ωB97M-V with the def2-TZVPD basis set, the Open Molecules 2025 dataset).

HOMO (eV): -13.4
E_tot (eV): -9435.1908
M (g mol⁻¹): 115.2
Charge: +1
Energy above the lowest of the compared OMol25 structures with the same formula, charge and spin (eV): 4.781
Frontier orbital gap (eV): 6.23

Last column: natural (NBO) charge in e.
Geometry (Å):
C: 3.12026 -0.32340 -0.17942  -0.19
C: 1.94539 -0.80255 0.67416  -0.54
C: 0.70215 -0.18649 0.27470  0.30
C: -0.46923 -0.91181 -0.03447  -0.10
N: -1.46460 -0.23874 -0.49843  -0.11
C: -2.65550 -0.93054 -0.83217  -0.29
C: -3.75388 -0.44178 0.14417  -0.60
N: 2.89654 -0.76214 -1.54858  -0.82
H: 4.00230 -0.83610 0.18557  0.23
H: 3.27668 0.75146 -0.07489  0.19
H: 1.86415 -1.88684 0.69109  0.25
H: 2.08739 -0.45602 1.72337  0.32
H: 0.54074 0.89208 0.24946  0.24
H: -0.50433 -1.99175 0.06525  0.21
H: 0.27509 6.32721 2.70132  0.00
H: -2.53877 -2.01104 -0.76691  0.19
H: -2.92921 -0.67915 -1.86220  0.26
H: -3.39655 0.42760 0.70101  0.23
H: -4.66627 -0.19124 -0.37977  0.25
H: -3.96562 -1.23869 0.85490  0.23
H: 0.04544 6.47163 2.00219  0.00
H: 3.60900 -0.47036 -2.19928  0.39
H: 1.97881 -0.51135 -1.89107  0.35

***

(4)
# C33H39ClN5NaO5S2

A molecular structure, C33H39ClN5NaO5S2 (ωB97M-V with the def2-TZVPD basis set, the Open Molecules 2025 dataset).

HOMO (eV): -1.7
E_tot (eV): -91155.2120
M (g mol⁻¹): 708.3
Charge: -2
Energy above the lowest of the compared OMol25 structures with the same formula, charge and spin (eV): 0.639
Frontier orbital gap (eV): 5.49

Last column: natural (NBO) charge in e.
Geometry (Å):
Na: 0.12369 -0.68781 -0.25287  0.90
C: 2.14316 -3.29323 1.17959  -0.24
C: 0.70963 -3.67475 0.74920  -0.22
N: 0.51103 -3.53594 -0.66685  -0.68
C: 1.23968 -4.40170 -1.55015  -0.23
C: 1.70818 -3.67232 -2.82052  -0.22
N: 2.26411 -2.34576 -2.67100  -0.63
C: 3.55780 -2.18869 -2.04015  -0.22
C: 3.75446 -2.65219 -0.58858  -0.22
N: 2.73695 -2.26873 0.35672  -0.68
H: 2.77590 -4.19215 1.17208  0.15
H: 2.07313 -2.95703 2.21690  0.24
H: 0.01820 -3.01240 1.27804  0.21
H: 0.49740 -4.69006 1.13760  0.14
H: -0.39908 -3.24796 -0.98899  0.40
H: 0.66662 -5.29260 -1.87297  0.15
H: 2.09021 -4.79706 -0.99379  0.18
H: 0.84462 -3.56852 -3.48495  0.20
H: 2.42758 -4.31494 -3.34679  0.16
H: 1.57180 -1.75627 -2.22476  0.38
H: 3.81003 -1.12721 -2.10696  0.20
H: 4.30836 -2.71997 -2.64496  0.16
H: 4.75283 -2.29613 -0.27876  0.16
H: 3.82575 -3.74386 -0.58170  0.17
H: 2.90391 -1.37114 0.78507  0.42
C: 1.25978 5.18358 5.16669  -0.62
C: 1.06177 4.41932 3.88590  -0.03
C: 0.95734 5.08033 2.67029  -0.26
C: 0.76910 4.37609 1.48436  -0.13
C: 0.68690 2.99522 1.52096  -0.37
C: 0.77719 2.31079 2.72987  -0.16
C: 0.96547 3.02763 3.89670  -0.21
S: 0.45989 2.06039 0.03376  2.32
O: 0.38101 3.04391 -1.03059  -0.99
O: -0.72679 1.23974 0.25127  -1.01
N: 1.65350 1.04566 -0.05733  -0.99
C: 2.95414 1.49380 -0.15717  0.40
C: 3.33837 2.81285 -0.47870  -0.31
C: 4.67730 3.13276 -0.51166  -0.17
C: 5.63705 2.16140 -0.25271  -0.34
C: 5.17050 0.88935 0.02766  0.05
N: 3.88635 0.55712 0.08320  -0.48
H: 1.47984 6.23368 4.96788  0.20
H: 2.08615 4.77149 5.74909  0.21
H: 0.37196 5.14501 5.80246  0.21
H: 1.02656 6.16304 2.64384  0.19
H: 0.68324 4.88350 0.53390  0.22
H: 0.69678 1.22841 2.78555  0.28
H: 1.03738 2.47985 4.83012  0.21
H: 2.59681 3.55410 -0.72703  0.24
H: 4.97029 4.14866 -0.75563  0.20
H: 6.69813 2.37080 -0.27444  0.20
H: 5.87062 0.08179 0.22565  0.17
C: -6.49537 -0.56698 -3.83658  -0.62
C: -5.54116 0.28004 -4.62354  -0.08
C: -5.90277 0.84883 -5.83579  -0.24
C: -4.99991 1.62891 -6.53482  -0.05
Cl: -5.48751 2.33542 -8.07266  -0.07
C: -3.72496 1.84797 -6.05283  -0.23
C: -3.33831 1.28207 -4.84501  -0.28
C: -4.24913 0.51116 -4.12981  0.40
O: -4.00215 -0.05432 -2.92873  -0.51
C: -2.76214 0.21168 -2.23839  -0.18
C: -1.57075 -0.62376 -2.72371  0.75
O: -1.23882 -0.50863 -3.90869  -0.72
O: -1.01821 -1.33526 -1.83443  -0.86
H: -7.46083 -0.62417 -4.34173  0.19
H: -6.64633 -0.16170 -2.83497  0.22
H: -6.11111 -1.57856 -3.69815  0.22
H: -6.89667 0.68323 -6.23335  0.21
H: -3.02151 2.43842 -6.62404  0.22
H: -2.31938 1.37312 -4.50304  0.27
H: -2.99094 -0.00277 -1.19823  0.20
H: -2.53561 1.27779 -2.33089  0.19
S: 0.57742 -1.19914 3.62852  -0.54
C: -0.86708 -1.37923 4.60906  -0.13
C: -2.03900 -1.97657 4.10985  -0.20
C: -3.18000 -2.13024 4.88065  -0.24
C: -3.21388 -1.69272 6.20128  -0.29
C: -2.07091 -1.09346 6.71957  -0.23
C: -0.93218 -0.94083 5.94352  -0.27
H: -2.03388 -2.31902 3.08131  0.20
H: -4.05333 -2.59559 4.43587  0.19
H: -4.10506 -1.81176 6.80605  0.18
H: -2.06063 -0.73471 7.74415  0.18
H: -0.05042 -0.47106 6.36524  0.20